Formula: H38O19
Source: the Open Molecules 2025 dataset
Level of theory: ωB97M-V/def2-TZVPD

```
57
Properties=species:S:1:pos:R:3:forces:R:3:mulliken_charge:R:1
O -3.151 2.095 -3.050 0.34 0.50 -0.38 -0.597
H -2.601 1.314 -2.961 -0.37 -0.18 0.23 0.283
H -3.986 1.965 -2.599 0.04 -0.32 0.14 0.305
O -1.113 0.707 2.094 0.00 0.48 0.65 -0.465
H -0.867 1.360 2.762 -0.24 0.07 -0.04 0.368
H -0.765 -0.106 2.491 -0.33 -0.23 -0.54 0.108
O 1.628 -3.283 3.238 0.11 -0.02 0.10 -0.624
H 1.086 -3.829 2.663 -0.07 0.05 0.05 0.277
H 1.863 -2.514 2.699 -0.18 0.10 -0.01 0.299
O 3.857 0.532 -4.027 0.80 0.51 -1.28 -0.625
H 3.430 -0.320 -3.964 -0.24 0.05 0.48 0.293
H 3.823 0.944 -3.166 -0.27 -0.40 0.25 0.320
O -1.469 -2.358 2.159 0.22 0.07 -0.02 -0.648
H -2.170 -1.888 1.700 -0.18 0.01 -0.02 0.221
H -0.908 -2.671 1.413 -0.20 0.17 0.40 0.431
O -4.037 0.043 2.110 1.14 -0.03 0.68 -0.697
H -3.919 0.300 3.037 -0.97 0.06 0.10 0.319
H -3.075 -0.050 1.983 -0.14 0.13 -0.89 0.254
O 0.532 1.716 -1.414 -0.12 0.95 0.08 -0.754
H 1.226 1.910 -0.765 -0.01 -0.11 0.00 0.280
H -0.059 2.491 -1.262 0.11 -0.32 0.00 0.357
O -1.193 2.921 0.075 -0.07 -0.04 -0.51 -0.682
H -1.673 3.341 0.789 -0.09 -0.13 0.14 0.269
H -1.139 1.973 0.248 -0.37 0.08 0.72 0.207
O -3.304 -1.340 -0.879 -0.06 -0.02 -0.05 -0.566
H -3.731 -0.478 -0.848 0.04 -0.02 0.17 0.258
H -3.901 -1.911 -0.382 -0.01 0.02 -0.02 0.291
O 3.477 -0.120 4.286 -0.22 0.32 0.49 -0.680
H 3.942 -0.905 3.985 -0.15 -0.04 -0.10 0.290
H 2.651 -0.075 3.768 0.94 -0.22 -0.18 0.443
O -0.238 -0.448 -0.022 0.35 -0.15 -1.21 0.651
H 0.020 -1.148 -0.639 -0.01 -0.38 0.43 0.059
H -0.123 0.314 -0.626 -0.13 -0.02 0.63 -0.172
O 0.432 -3.157 -2.923 -0.39 -0.59 -1.38 -0.558
H 0.894 -3.662 -3.610 0.53 -0.45 0.79 0.276
H -0.116 -2.672 -3.572 0.01 0.57 1.11 0.306
O 1.602 4.221 0.086 0.39 -1.07 1.45 -0.600
H 1.267 5.111 0.072 -0.05 0.26 -0.81 0.297
H 1.834 3.855 -0.763 -0.12 0.98 -0.76 0.295
O 0.569 4.176 -2.934 -0.55 -0.05 0.03 -0.580
H 0.225 3.279 -2.993 0.44 -0.21 -0.24 0.297
H -0.254 4.676 -2.994 0.16 0.37 0.00 0.310
O 1.530 -0.546 2.476 0.56 -0.12 -0.40 -0.643
H 0.927 -0.358 3.215 -0.24 0.19 -0.25 0.429
H 1.321 0.027 1.731 -0.31 -0.13 0.01 0.205
O -0.023 -0.746 -3.807 -0.36 0.26 -0.38 -0.589
H -0.452 -0.249 -3.104 0.05 0.04 0.14 0.276
H -0.617 -0.656 -4.559 0.00 0.22 -0.15 0.300
O -0.108 -0.449 4.543 0.33 -1.08 0.27 -0.715
H 0.539 -0.432 5.254 0.18 0.60 0.45 0.318
H -0.050 -1.407 4.349 -0.66 0.06 -0.26 0.373
O 2.474 -0.056 -1.927 0.84 0.26 -0.48 -0.573
H 2.619 -0.770 -1.311 -0.75 0.03 0.48 0.208
H 1.666 0.464 -1.867 -0.02 -0.78 0.31 0.455
O -0.063 -3.442 0.133 0.15 0.97 0.29 -0.649
H 0.135 -4.347 0.343 -0.08 -0.64 -0.49 0.233
H -0.468 -3.342 -0.735 0.20 -0.63 -0.21 0.256
```
Positions in Å, forces in eV/Å.

Properties
E_HOMO (eV): -10.4
Charge: 0
ΔE to the lowest compared entry with this formula, charge and spin (eV): 3.773
Kohn-Sham gap (eV): 10.11
2S+1: 1